The following is a quantum chemistry calculation of C5H9NO in the gas phase, from OMol25.

Summary:
**Strongest force on any atom**: 0.49 eV Å⁻¹
**Frontier orbital gap**: 8.38 eV
**LUMO energy**: -0.007 Ha
**Energy relative to the best compared isomer or geometry (same formula, charge and spin)**: 517.7 kJ/mol
**HOMO energy**: -8.6 eV
**Total energy**: -325.7404 Ha

```
! wB97M-V def2-TZVPD RIJCOSX def2/J DEFGRID3
* xyz 0 1
C -1.712 -0.469 0.079
C -1.047 0.688 0.790
N 0.023 0.525 1.741
C 0.336 1.262 0.491
C 0.935 0.774 -0.717
C 1.600 -0.543 -0.682
O 1.356 -1.279 -1.856
H -2.310 -0.104 -0.762
H -2.400 -0.960 0.779
H -1.011 -1.216 -0.305
H -1.754 1.467 1.074
H 0.379 -0.428 1.684
H 0.365 2.340 0.634
H 1.132 -0.605 -2.516
H 2.667 -0.222 -0.602
H 1.443 -1.230 0.167
*
```